Below is a structure of composition C44H47N2O5P3V in a non-equilibrium geometry, with properties calculated with ωB97M-V with the def2-TZVPD basis set.

Geometry as XYZ:
```
102
Properties=species:S:1:pos:R:3:lowdin_spin:R:1
V 0.677 -0.213 -0.301 1.063
O 4.573 -0.082 -1.208 0.010
C 3.509 -0.399 -0.777 0.001
O 2.399 0.359 -0.815 -0.002
C 3.188 -1.713 -0.115 0.008
C 4.068 -2.720 0.214 -0.002
C 3.564 -3.797 0.944 0.012
C 2.229 -3.826 1.326 -0.003
C 1.397 -2.794 0.908 0.011
N 1.900 -1.793 0.204 -0.004
C 0.033 -2.388 1.510 0.001
O 0.156 -2.005 2.674 -0.001
O -0.426 -1.279 0.474 -0.068
H 5.111 -2.644 -0.059 0.000
H 4.226 -4.595 1.250 0.001
H 1.855 -4.616 1.963 0.000
C 0.923 3.186 -0.674 0.002
C 0.345 3.131 0.733 -0.002
P 0.767 1.561 1.567 0.001
C 2.464 1.718 2.175 0.004
C 3.064 2.953 2.412 0.000
C 4.350 3.012 2.924 0.000
C 5.041 1.845 3.217 0.000
C 4.442 0.612 3.004 0.000
C 3.160 0.551 2.481 0.001
C -0.248 1.557 3.076 -0.001
C 0.045 0.629 4.073 -0.001
C -0.684 0.620 5.251 0.000
C -1.707 1.536 5.450 -0.001
C -1.992 2.475 4.469 0.000
C -1.263 2.490 3.289 -0.001
P 0.175 1.866 -1.692 -0.012
C 0.960 2.090 -3.316 -0.003
C 2.168 1.494 -3.666 -0.001
C 2.752 1.769 -4.893 0.000
C 2.135 2.637 -5.782 0.000
C 0.931 3.236 -5.441 0.000
C 0.345 2.965 -4.215 -0.001
C -1.564 2.316 -1.910 -0.002
C -2.044 3.600 -1.661 -0.001
C -3.384 3.898 -1.865 0.000
C -4.252 2.923 -2.332 0.000
C -3.780 1.642 -2.589 0.000
C -2.447 1.344 -2.369 -0.001
H 2.002 3.008 -0.687 0.000
H 0.751 4.155 -1.146 0.000
H -0.745 3.166 0.676 0.000
H 0.664 3.978 1.342 -0.001
H 2.542 3.878 2.206 0.000
H 4.814 3.973 3.101 0.000
H 6.045 1.897 3.616 0.000
H 4.971 -0.300 3.247 0.000
H 2.681 -0.414 2.348 0.001
H 0.835 -0.094 3.934 0.000
H -0.444 -0.100 6.022 0.000
H -2.267 1.532 6.375 0.000
H -2.770 3.210 4.627 0.000
H -1.494 3.251 2.555 0.000
H 2.680 0.837 -2.980 0.000
H 3.698 1.311 -5.149 0.000
H 2.594 2.850 -6.738 0.000
H 0.445 3.915 -6.128 0.000
H -0.602 3.431 -3.972 0.000
H -1.384 4.383 -1.312 0.000
H -3.746 4.899 -1.669 0.000
H -5.293 3.162 -2.501 0.000
H -4.454 0.880 -2.959 0.000
H -2.094 0.337 -2.557 0.000
O -2.463 0.763 0.863 0.001
C -3.426 -0.241 0.574 0.000
C -3.838 -1.027 1.807 0.000
C -2.676 -1.769 2.481 0.000
C -2.363 -3.089 1.820 0.000
C -3.358 -4.062 1.747 0.000
C -3.130 -5.286 1.156 0.000
C -1.881 -5.546 0.602 0.000
C -0.919 -4.576 0.698 0.000
N -1.151 -3.395 1.303 -0.001
H -2.794 1.303 1.591 0.000
H -2.959 -0.896 -0.165 0.000
H -4.311 0.203 0.105 0.000
H -4.645 -1.709 1.529 0.000
H -4.273 -0.339 2.538 0.000
H -2.951 -2.011 3.511 0.000
H -1.802 -1.132 2.543 0.000
H -4.320 -3.836 2.185 0.000
H -3.913 -6.031 1.126 0.000
H -1.652 -6.483 0.118 0.000
H 0.069 -4.715 0.289 0.000
C 0.042 -0.994 -4.228 -0.003
P 0.184 -1.607 -2.519 -0.005
C 1.409 -2.942 -2.711 0.003
C -1.383 -2.511 -2.302 -0.003
H -0.446 -1.763 -4.829 -0.001
H 1.031 -0.797 -4.637 0.000
H -0.533 -0.072 -4.288 0.000
H 1.145 -3.564 -3.568 0.000
H 1.451 -3.568 -1.820 0.000
H 2.400 -2.519 -2.883 0.000
H -1.424 -3.340 -3.011 0.000
H -2.228 -1.852 -2.501 0.000
H -1.482 -2.889 -1.288 0.000
```

* net charge: +2
* energy above the lowest of the compared OMol25 structures with the same formula, charge and spin: 0.0 kcal/mol
* highest occupied orbital energy (alpha / beta): -0.4983 / -0.5006 Eh
* HOMO-LUMO gap (alpha / beta): 7.715 / 7.695 eV
* LUMO energy (alpha / beta): -5.8 / -5.9 eV
* spin multiplicity: 2
* E_tot: -113152.8726 eV